The following is a quantum chemistry calculation of a structure of composition C2H8F4N2O10S4Ti in a non-equilibrium geometry, from OMol25.

The value obtained for the HOMO energy (alpha / beta) is -3.21 / -8.08 eV. The calculation puts the relative energy (zero: lowest compared OMol25 entry of this formula, charge and spin) at 0.0 kJ/mol. The gap between HOMO and LUMO (alpha / beta) comes out at 5.790 / 10.414 eV. As for the spin multiplicity: 4. The LUMO energy (alpha / beta) is 2.581 / 2.336 eV. The total charge is -1. Its expectation value of S² is 3.752.

Geometry as XYZ:
```
31
Properties=species:S:1:pos:R:3:forces:R:3
Ti -0.007 -0.076 0.782 -0.5169 -0.1623 1.1420
N 1.128 1.387 -0.369 1.8518 0.6681 -1.5915
S 0.688 2.853 -0.790 -2.8376 2.5891 1.1490
O 0.455 3.112 -2.164 0.1998 -0.5437 -0.3982
O 1.259 3.916 -0.029 0.5946 -0.3962 0.2534
F -0.786 2.753 -0.135 0.3117 -0.2318 -0.2214
S 2.458 1.125 -1.345 0.7595 -2.3086 0.9460
O 3.604 1.885 -1.012 0.0434 0.8677 0.3110
O 2.126 0.898 -2.688 -0.3825 0.0055 -1.0201
F 2.769 -0.292 -0.746 -0.0872 0.0061 0.1850
N -0.411 -1.929 -0.287 1.5709 -3.1981 0.4366
S 0.168 -3.335 0.450 -0.5318 -0.2886 3.4413
O 1.522 -3.180 0.836 0.4169 0.0558 -0.3191
O -0.331 -4.590 0.019 0.0783 0.1219 -1.3433
F -0.610 -3.232 1.841 -0.1580 0.9937 -0.2147
S 0.103 -2.267 -1.780 -2.1127 2.7955 -3.8933
O -0.828 -3.050 -2.521 0.2543 -0.7691 0.4597
O 1.490 -2.385 -2.024 0.3500 -0.4456 0.6562
F -0.282 -0.804 -2.319 0.3878 -0.0681 0.2435
C -3.674 -0.838 -0.514 0.0269 -1.5479 -0.3090
O -2.710 -0.852 0.526 0.0925 0.6642 0.1470
H -4.590 -0.381 -0.155 0.1987 0.5470 -0.1634
H -3.273 -0.481 -1.465 -0.1884 0.7317 0.2044
H -3.952 -1.876 -0.760 -0.0528 0.0334 0.1803
H -1.922 -1.296 0.167 -0.5615 -0.4579 -0.1172
C 0.818 2.340 3.022 -0.5169 0.7005 0.0798
O 1.428 1.192 2.439 -0.6198 -0.0156 -0.3683
H -0.267 2.389 2.865 0.0137 -0.3993 0.0797
H 1.007 2.354 4.093 0.1226 -0.1545 -0.0211
H 1.176 3.271 2.574 0.3850 -0.1482 0.0607
H 1.443 1.392 1.487 0.9080 0.3552 0.0051
```
Positions in Å, forces in eV/Å.